Here is a molecular structure, C36H37As2NO5PtS from OMol25. Energies are from wB97M-V/def2-TZVPD.

The geometry in ORCA input format:
```
! RIJCOSX wB97M-V def2-TZVPD def2/J DEFGRID3
* xyz 0 1
Pt -1.772 0.327 -0.368
N -5.196 1.996 0.953
C -4.262 1.209 0.408
O -3.385 1.680 -0.341
C -4.301 -0.251 0.718
C -3.445 -0.942 -0.351
H -5.194 2.975 0.712
H -5.965 1.628 1.484
H -5.336 -0.608 0.702
H -3.873 -0.438 1.701
H -3.866 -0.976 -1.355
H -3.205 -1.932 0.001
C 1.026 3.064 -0.935
C 1.432 1.730 -1.608
As 0.921 0.240 -0.430
C 2.661 -0.154 0.378
C 3.270 0.821 1.164
C 4.498 0.580 1.762
C 5.127 -0.644 1.584
C 4.520 -1.624 0.813
C 3.290 -1.381 0.216
C 1.017 -1.130 -1.991
C 0.015 -2.072 -2.344
C 0.204 -2.921 -3.431
C 1.364 -2.854 -4.188
C 2.343 -1.932 -3.860
C 2.169 -1.081 -2.777
As -0.881 2.927 -0.353
C -0.569 2.640 1.694
C -1.265 1.704 2.491
C -1.024 1.544 3.842
C -0.071 2.339 4.454
C 0.625 3.276 3.707
C 0.375 3.425 2.346
C -1.224 4.870 -0.244
C -1.133 5.601 -1.427
C -1.365 6.968 -1.435
C -1.698 7.622 -0.257
C -1.804 6.902 0.923
C -1.572 5.531 0.930
H 1.128 3.855 -1.680
H 1.671 3.300 -0.088
H 2.487 1.715 -1.883
H 0.829 1.623 -2.512
H 2.786 1.780 1.319
H 4.965 1.346 2.369
H 6.086 -0.835 2.050
H 5.005 -2.583 0.676
H 2.831 -2.161 -0.374
H -0.938 -2.097 -1.691
H -0.566 -3.638 -3.688
H 1.504 -3.516 -5.035
H 3.250 -1.872 -4.451
H 2.955 -0.371 -2.545
H -2.227 0.997 1.923
H -1.579 0.809 4.411
H 0.127 2.228 5.512
H 1.370 3.899 4.185
H 0.931 4.173 1.793
H -0.877 5.102 -2.356
H -1.286 7.523 -2.361
H -1.879 8.689 -0.262
H -2.071 7.409 1.842
H -1.673 4.993 1.863
O -1.684 0.312 1.632
C 1.305 -7.703 -1.462
C 0.762 -6.416 -0.901
C -0.606 -6.166 -0.881
C -1.102 -4.987 -0.344
C -0.224 -4.051 0.177
C 1.139 -4.292 0.184
C 1.627 -5.472 -0.355
S -0.868 -2.552 0.890
O 0.157 -2.072 1.779
O -2.113 -2.949 1.507
O -1.046 -1.683 -0.361
H 0.548 -8.233 -2.041
H 1.637 -8.359 -0.656
H 2.149 -7.507 -2.125
H -1.300 -6.893 -1.286
H -2.166 -4.789 -0.325
H 1.808 -3.560 0.611
H 2.695 -5.655 -0.345
*
```

Calculated values
Highest occupied orbital energy (alpha / beta), hartree: -0.24315 / -0.24308
LUMO level (alpha / beta), eV: -0.21 / -0.21
Orbital gap (alpha / beta), Eh: 0.2354 / 0.2354

Charges computed using Mulliken, reported in e: atom 1 (Pt): 2.454, atom 2 (N): -0.410, atom 3 (C): 0.862, atom 4 (O): -0.949, atom 5 (C): -1.039, atom 6 (C): -0.708, atom 7 (H): 0.262, atom 8 (H): 0.209, atom 9 (H): 0.601, atom 10 (H): 0.216, atom 11 (H): 0.493, atom 12 (H): 0.168, atom 13 (C): -1.040, atom 14 (C): -0.986, atom 15 (As): 1.114, atom 16 (C): 0.473, atom 17 (C): -0.434, atom 18 (C): -0.704, atom 19 (C): -0.608, atom 20 (C): -0.903, atom 21 (C): -0.555, atom 22 (C): 0.414, atom 23 (C): -0.454, atom 24 (C): -0.557, atom 25 (C): -0.659, atom 26 (C): -0.834, atom 27 (C): 0.000, atom 28 (As): 0.517, atom 29 (C): 0.224, atom 30 (C): 0.204, atom 31 (C): -0.108, atom 32 (C): -0.667, atom 33 (C): -0.874, atom 34 (C): -0.127, atom 35 (C): 0.390, atom 36 (C): -0.486, atom 37 (C): -0.703, atom 38 (C): -0.438, atom 39 (C): -0.724, atom 40 (C): -0.444, atom 41 (H): 0.687, atom 42 (H): 0.354, atom 43 (H): 0.516, atom 44 (H): 0.505, atom 45 (H): 0.167, atom 46 (H): 0.425, atom 47 (H): 0.365, atom 48 (H): 0.423, atom 49 (H): 0.671, atom 50 (H): 0.141, atom 51 (H): 0.462, atom 52 (H): 0.391, atom 53 (H): 0.402, atom 54 (H): 0.296, atom 55 (H): -0.780, atom 56 (H): 0.516, atom 57 (H): 0.394, atom 58 (H): 0.451, atom 59 (H): 0.518, atom 60 (H): 0.428, atom 61 (H): 0.391, atom 62 (H): 0.380, atom 63 (H): 0.391, atom 64 (H): 0.414, atom 65 (O): -0.249, atom 66 (C): -1.494, atom 67 (C): 1.161, atom 68 (C): -1.081, atom 69 (C): -0.396, atom 70 (C): -0.648, atom 71 (C): -0.447, atom 72 (C): -0.878, atom 73 (S): 2.058, atom 74 (O): -0.818, atom 75 (O): -0.920, atom 76 (O): -1.494, atom 77 (H): 0.360, atom 78 (H): 0.305, atom 79 (H): 0.361, atom 80 (H): 0.339, atom 81 (H): 0.458, atom 82 (H): 0.867, atom 83 (H): 0.417

---

Here is a molecular structure, C36H37BEuF5IN5O3SbSe from OMol25. Energies are from wB97M-V/def2-TZVPD.

The geometry in ORCA input format:
```
! RIJCOSX wB97M-V def2-TZVPD def2/J DEFGRID3
* xyz 0 8
Eu 0.514 1.881 -0.281
C -0.809 0.782 3.222
O 0.227 1.276 2.391
C 1.244 1.988 3.177
C 1.567 3.319 2.568
O 2.205 3.106 1.319
C 2.972 4.217 0.882
H -1.103 1.514 3.974
H -0.474 -0.137 3.727
H -1.656 0.447 2.640
H 2.116 1.325 3.210
H 0.826 2.096 4.206
H 2.264 3.886 3.192
H 0.627 3.879 2.385
H 4.028 3.990 1.042
H 2.680 5.110 1.468
H 2.805 4.297 -0.196
B 2.871 2.027 -3.308
N 3.461 1.182 -2.134
C 4.389 0.218 -2.111
C 4.546 -0.205 -0.788
C 3.672 0.584 -0.011
N 3.038 1.481 -0.840
N 1.461 1.374 -3.747
C 1.244 0.644 -4.851
C 0.014 -0.026 -4.757
C -0.459 0.375 -3.497
N 0.350 1.254 -2.898
H 2.603 3.168 -2.917
H 3.694 1.993 -4.210
H 4.946 -0.035 -3.013
H 5.223 -0.966 -0.467
H 3.572 0.635 1.069
H 1.963 0.649 -5.695
H -0.424 -0.717 -5.476
H -1.386 0.118 -3.019
C 0.691 -7.474 -1.739
C 1.163 -7.183 -0.474
C 0.815 -5.945 0.118
C -0.056 -5.060 -0.506
C -0.649 -5.465 -1.704
C -0.188 -6.607 -2.383
Sb -0.220 -3.002 0.180
C 0.088 -3.443 2.234
C -0.411 -4.620 2.791
C -0.062 -5.001 4.085
C 0.763 -4.174 4.863
C 1.090 -2.881 4.364
C 0.766 -2.532 3.050
C -2.400 -2.979 0.286
C -3.066 -2.903 -0.966
C -4.468 -2.864 -1.001
C -5.223 -3.062 0.169
C -4.568 -3.185 1.440
C -3.162 -3.042 1.464
H 1.074 -8.339 -2.290
H 1.817 -7.861 0.082
H 1.230 -5.670 1.117
H -1.450 -4.886 -2.169
H -0.492 -6.871 -3.397
H -1.066 -5.267 2.174
H -0.390 -5.968 4.460
H 1.164 -4.547 5.813
H 1.575 -2.188 5.014
H 1.083 -1.579 2.618
H -2.471 -2.780 -1.877
H -4.931 -2.681 -1.957
H -6.294 -3.154 0.094
H -5.100 -3.265 2.393
H -2.674 -2.955 2.405
N -3.912 0.351 -0.402
C -2.973 1.204 -0.819
O -1.796 1.252 -0.386
C -3.460 2.256 -1.832
I -4.912 1.512 -3.341
H -3.626 -0.459 0.128
H -4.641 0.226 -1.084
H -2.635 2.748 -2.323
H -4.048 2.993 -1.274
F 1.430 8.671 -2.094
C 0.856 7.709 -1.319
C 0.414 8.071 -0.051
F 0.803 9.269 0.434
C -0.227 7.122 0.729
F -0.766 7.434 1.931
C -0.418 5.788 0.301
Se -1.591 4.647 1.263
C 0.287 5.460 -0.869
F 0.344 4.075 -1.227
C 0.802 6.357 -1.772
F 1.280 6.019 -3.003
*
```

Calculated values
Highest occupied orbital energy (alpha / beta), hartree: -0.25374 / -0.25397
LUMO level (alpha / beta), eV: -0.42 / -0.42
Orbital gap (alpha / beta), Eh: 0.2381 / 0.2384

Charges computed using Mulliken, reported in e: atom 1 (Eu): 1.521, atom 2 (C): -0.900, atom 3 (O): 0.284, atom 4 (C): -0.994, atom 5 (C): -0.355, atom 6 (O): 0.004, atom 7 (C): -0.851, atom 8 (H): 0.399, atom 9 (H): 0.303, atom 10 (H): 0.072, atom 11 (H): 0.245, atom 12 (H): 0.552, atom 13 (H): 0.686, atom 14 (H): -0.136, atom 15 (H): 0.259, atom 16 (H): 0.519, atom 17 (H): 0.075, atom 18 (B): 0.087, atom 19 (N): -0.275, atom 20 (C): -0.169, atom 21 (C): -1.259, atom 22 (C): -0.117, atom 23 (N): 0.139, atom 24 (N): -0.054, atom 25 (C): -0.151, atom 26 (C): -1.184, atom 27 (C): -0.201, atom 28 (N): 0.148, atom 29 (H): -0.160, atom 30 (H): -0.167, atom 31 (H): 0.436, atom 32 (H): 0.456, atom 33 (H): 0.491, atom 34 (H): 0.388, atom 35 (H): 0.391, atom 36 (H): 0.328, atom 37 (C): -0.332, atom 38 (C): -0.698, atom 39 (C): -0.036, atom 40 (C): 0.195, atom 41 (C): -0.307, atom 42 (C): -0.696, atom 43 (Sb): 1.001, atom 44 (C): -0.110, atom 45 (C): -0.020, atom 46 (C): -0.711, atom 47 (C): -0.544, atom 48 (C): -0.433, atom 49 (C): -0.823, atom 50 (C): 0.375, atom 51 (C): -0.447, atom 52 (C): -0.996, atom 53 (C): -0.453, atom 54 (C): -0.678, atom 55 (C): -0.221, atom 56 (H): 0.335, atom 57 (H): 0.366, atom 58 (H): 0.280, atom 59 (H): 0.199, atom 60 (H): 0.375, atom 61 (H): 0.466, atom 62 (H): 0.381, atom 63 (H): 0.374, atom 64 (H): 0.443, atom 65 (H): 0.512, atom 66 (H): 0.358, atom 67 (H): 0.510, atom 68 (H): 0.396, atom 69 (H): 0.373, atom 70 (H): 0.463, atom 71 (N): -0.224, atom 72 (C): 0.439, atom 73 (O): -0.155, atom 74 (C): -1.109, atom 75 (I): 0.019, atom 76 (H): 0.020, atom 77 (H): 0.212, atom 78 (H): 0.310, atom 79 (H): 0.578, atom 80 (F): -0.313, atom 81 (C): 0.548, atom 82 (C): 0.073, atom 83 (F): -0.283, atom 84 (C): 0.527, atom 85 (F): -0.323, atom 86 (C): -0.421, atom 87 (Se): -0.341, atom 88 (C): 0.237, atom 89 (F): 0.025, atom 90 (C): -0.241, atom 91 (F): -0.287

---

Here is a molecular structure, C36H37BF4N3O3S2SbTi from OMol25. Energies are from wB97M-V/def2-TZVPD.

The geometry in ORCA input format:
```
! RIJCOSX wB97M-V def2-TZVPD def2/J DEFGRID3
* xyz 0 1
Ti 0.373 1.426 -0.222
C 6.754 3.049 3.830
C 5.982 2.261 2.809
C 4.665 1.881 3.061
C 3.939 1.175 2.119
C 4.535 0.841 0.910
C 5.843 1.209 0.635
C 6.559 1.916 1.590
S 3.598 -0.078 -0.264
O 4.443 -0.334 -1.401
O 2.990 -1.192 0.411
N 2.381 0.898 -0.712
C 2.615 2.057 -1.415
C 3.795 2.613 -1.913
C 3.700 3.838 -2.540
C 2.475 4.495 -2.663
C 1.358 3.889 -2.136
N 1.441 2.698 -1.542
H 6.397 2.838 4.838
H 6.636 4.120 3.655
H 7.819 2.821 3.783
H 4.201 2.136 4.007
H 2.916 0.887 2.312
H 6.296 0.920 -0.305
H 7.586 2.195 1.387
H 4.732 2.088 -1.822
H 4.595 4.295 -2.942
H 2.397 5.454 -3.151
H 0.372 4.332 -2.175
F -2.092 1.224 0.188
B -2.068 1.787 -1.095
F -1.315 2.986 -0.974
F -3.249 1.901 -1.720
F -1.114 0.924 -1.810
S 0.621 2.378 1.570
Sb 0.700 -0.885 3.660
C 0.861 -2.855 4.490
C -0.113 -3.479 5.264
C 0.054 -4.793 5.687
C 1.200 -5.497 5.344
C 2.177 -4.887 4.568
C 2.001 -3.580 4.137
C -1.230 -0.366 4.401
C -2.187 0.059 3.483
C -3.451 0.451 3.911
C -3.762 0.422 5.261
C -2.810 0.011 6.186
C -1.549 -0.376 5.759
C 1.780 0.146 5.201
C 2.728 -0.475 6.010
C 3.478 0.267 6.916
C 3.289 1.637 7.019
C 2.348 2.266 6.214
C 1.602 1.525 5.308
H -1.013 -2.942 5.542
H -0.712 -5.266 6.289
H 1.330 -6.519 5.676
H 3.071 -5.433 4.291
H 2.761 -3.123 3.509
H -1.943 0.122 2.427
H -4.181 0.791 3.188
H -4.744 0.732 5.598
H -3.049 0.000 7.242
H -0.805 -0.680 6.488
H 2.885 -1.545 5.940
H 4.209 -0.229 7.542
H 3.871 2.214 7.726
H 2.196 3.336 6.289
H 0.880 2.031 4.674
O 0.047 -0.445 0.293
C -0.011 -1.599 -0.207
C -0.984 -2.588 0.383
C -0.401 -3.963 0.791
C 1.126 -4.025 0.751
C 1.670 -4.176 -0.674
C 0.900 -3.321 -1.676
N 0.763 -1.945 -1.214
H -1.801 -2.696 -0.336
H -1.407 -2.080 1.247
H -0.814 -4.749 0.154
H -0.744 -4.177 1.804
H 1.474 -4.863 1.358
H 1.543 -3.124 1.208
H 1.591 -5.217 -1.001
H 2.727 -3.905 -0.693
H -0.100 -3.722 -1.846
H 1.398 -3.294 -2.643
H 1.485 -1.280 -1.459
*
```

Calculated values
Highest occupied orbital energy, hartree: -0.29689
LUMO level, eV: -0.23
Orbital gap, Eh: 0.2883

Charges computed using Mulliken, reported in e: atom 1 (Ti): -0.109, atom 2 (C): -1.584, atom 3 (C): 0.777, atom 4 (C): -0.750, atom 5 (C): -0.012, atom 6 (C): -0.329, atom 7 (C): -0.368, atom 8 (C): -0.835, atom 9 (S): 1.104, atom 10 (O): -0.778, atom 11 (O): -0.409, atom 12 (N): 0.234, atom 13 (C): 0.763, atom 14 (C): -0.741, atom 15 (C): -0.412, atom 16 (C): -0.914, atom 17 (C): -0.142, atom 18 (N): 0.321, atom 19 (H): 0.361, atom 20 (H): 0.315, atom 21 (H): 0.397, atom 22 (H): 0.419, atom 23 (H): 0.139, atom 24 (H): 0.564, atom 25 (H): 0.386, atom 26 (H): 0.399, atom 27 (H): 0.434, atom 28 (H): 0.394, atom 29 (H): 0.487, atom 30 (F): -0.112, atom 31 (B): 0.088, atom 32 (F): -0.340, atom 33 (F): -0.275, atom 34 (F): -0.378, atom 35 (S): -0.421, atom 36 (Sb): 0.143, atom 37 (C): 0.694, atom 38 (C): -0.525, atom 39 (C): -0.663, atom 40 (C): -0.587, atom 41 (C): -0.669, atom 42 (C): -0.671, atom 43 (C): 0.540, atom 44 (C): -0.369, atom 45 (C): -0.780, atom 46 (C): -0.541, atom 47 (C): -0.687, atom 48 (C): -0.622, atom 49 (C): 0.463, atom 50 (C): -0.424, atom 51 (C): -0.606, atom 52 (C): -0.493, atom 53 (C): -0.661, atom 54 (C): -0.538, atom 55 (H): 0.423, atom 56 (H): 0.411, atom 57 (H): 0.385, atom 58 (H): 0.440, atom 59 (H): 0.430, atom 60 (H): 0.169, atom 61 (H): 0.470, atom 62 (H): 0.378, atom 63 (H): 0.401, atom 64 (H): 0.491, atom 65 (H): 0.381, atom 66 (H): 0.414, atom 67 (H): 0.389, atom 68 (H): 0.407, atom 69 (H): 0.346, atom 70 (O): 1.318, atom 71 (C): 0.590, atom 72 (C): -0.309, atom 73 (C): -1.244, atom 74 (C): 0.287, atom 75 (C): -0.774, atom 76 (C): -0.943, atom 77 (N): 0.068, atom 78 (H): 0.521, atom 79 (H): -0.036, atom 80 (H): 0.369, atom 81 (H): 0.545, atom 82 (H): 0.584, atom 83 (H): -0.377, atom 84 (H): 0.391, atom 85 (H): 0.330, atom 86 (H): 0.333, atom 87 (H): 0.538, atom 88 (H): 0.194

---

Taking the records one at a time from the top gives electronic energy values of -185410.5852; -165101.8389; -111425.1307 eV.
Taking the records one at a time from the top gives energy relative to the best compared isomer or geometry (same formula, charge and spin) values of 856.9; 0.0; 0.0 kJ/mol.